(1)
22
Properties=species:S:1:pos:R:3:forces:R:3 method="wB97M-V/def2-TZVPD" e_above_lowest_kcal_mol=56.87 lumo_ev=0.43 orbital_gap_ev=8.977 smiles=CNC.O.O.O.O charge=0
C 1.010940 -2.277194 -0.863772 1.5185 0.1506 3.1768
N -0.220809 -2.358223 -0.128112 -1.7128 0.5809 0.4217
C -0.119474 -2.579757 1.316928 -1.1016 -1.9452 1.5619
H 1.575945 -1.360536 -0.584837 -0.3755 -0.3352 -0.0677
H 1.596406 -3.108145 -0.413399 0.6373 0.0999 -1.1323
H 0.948465 -2.244463 -1.913654 -0.4794 -0.4375 -1.1937
H -0.793408 -3.099328 -0.509946 -0.0125 0.1461 -0.0147
H 0.689036 -3.487420 1.519955 -1.5344 2.4695 0.0487
H -1.179207 -3.030125 1.740901 2.5856 1.0788 -1.3080
H -0.016463 -1.621413 1.981854 0.4989 -1.7735 -1.4558
O -0.933576 1.063444 -0.542429 2.0055 -0.0780 -1.0236
H -1.562273 1.108599 0.136675 -1.7235 0.1456 1.3362
H -0.152589 0.776470 -0.042796 -0.1738 -0.1024 -0.3107
O 2.041601 4.303310 -0.109867 -1.7368 0.8929 -1.0291
H 2.655643 3.590583 -0.237616 0.2115 -0.5544 -0.4709
H 1.401908 4.334552 -0.885463 1.5200 -0.3848 1.4800
O 1.746513 1.122908 -2.559364 -0.3972 -0.8687 2.5671
H 0.966360 1.210825 -1.942374 0.9848 0.1234 -1.5877
H 1.608540 1.574959 -3.366471 -0.7128 0.7818 -0.9900
O -3.351675 -0.160638 2.804266 -0.0046 -0.3241 0.5816
H -3.728115 0.563258 2.306845 -0.2438 0.2304 -0.0494
H -3.836292 -0.190743 3.647320 0.2465 0.1038 -0.5406

(2)
23
Properties=species:S:1:pos:R:3:forces:R:3 method="wB97M-V/def2-TZVPD" e_above_lowest_kcal_mol=36.08 lumo_ev=0.59 orbital_gap_ev=11.199 smiles="C=NC.O.O.O.O.O" charge=0
C -0.734961 2.203447 1.558404 -2.0666 -1.6454 0.0670
N -0.401851 0.965000 1.672490 0.3413 2.3126 0.7801
C 0.591631 0.838442 2.753921 0.6440 -1.5020 0.2807
H -1.632058 2.491194 0.951166 1.1578 -0.3537 0.0082
H -0.429180 2.941094 2.289967 0.5608 0.3344 -0.1802
H 1.251873 -0.008523 2.624681 -0.2125 -0.7368 -0.4710
H 0.189679 0.675202 3.766549 -0.4197 0.3621 -0.4724
H 1.332744 1.603717 2.773577 0.0798 1.2684 0.0580
O -1.763202 -1.479536 1.535536 0.0828 0.3675 -4.3034
H -1.768177 -1.669905 2.414541 0.0502 -0.7302 3.8326
H -1.183390 -0.708559 1.382436 -0.2006 0.2166 0.2735
O 1.089785 1.905968 -1.063625 1.5984 0.6170 1.1082
H 0.170157 1.903037 -1.133374 -2.5125 0.3322 0.2790
H 1.275758 1.312386 -1.769506 1.0035 -0.7880 -1.3714
O -0.423422 -3.206276 -0.562650 0.0023 0.5025 0.4321
H 0.407449 -3.125494 -0.070452 -0.2479 -0.1213 -0.0526
H -1.079080 -2.763938 0.018511 0.2170 -0.1742 -0.0158
O 1.292177 0.717253 -3.641369 0.7175 -1.2375 1.1721
H 0.863029 1.259297 -4.259028 -0.8046 1.3113 -1.3395
H 0.665510 -0.004972 -3.466512 0.0640 -0.2491 0.2294
O -0.043270 -1.594364 -2.753778 -1.2009 -0.1007 3.3386
H -0.176629 -2.068542 -1.795088 0.2945 1.0986 -2.9132
H 0.505438 -2.185935 -3.226386 0.8514 -1.0842 -0.7400

Number 1: energy -11995.6859 eV. Number 2: energy -14043.8665 eV.